No. 1
{"formula": "C6H38O15", "method": "ωB97M-V/def2-TZVPD", "elements": ["C", "C", "C", "C", "O", "C", "C", "H", "H", "H", "H", "H", "H", "H", "H", "H", "H", "H", "H", "O", "H", "H", "O", "H", "H", "O", "H", "H", "O", "H", "H", "O", "H", "H", "O", "H", "H", "O", "H", "H", "O", "H", "H", "O", "H", "H", "O", "H", "H", "O", "H", "H", "O", "H", "H", "O", "H", "H", "O"], "positions_angstrom": [[-1.74009, -0.98263, 3.25686], [-1.56446, -1.52296, 1.88197], [-2.23407, -2.58972, 1.46372], [0.11193, 0.15837, -1.04748], [-0.44462, 0.79382, -2.25388], [-0.90920, -0.52368, -0.18181], [-0.56943, -0.85831, 1.05771], [-1.04541, -0.19055, 3.79308], [-1.70242, -1.74206, 3.95589], [-2.68056, -0.37254, 3.17291], [-2.97947, -2.77227, 2.19628], [-2.12728, -3.12388, 0.52204], [0.96422, -0.50835, -1.30081], [0.39965, 1.16988, -0.46832], [0.38110, 1.11751, -2.85642], [-1.68812, -1.04242, -0.77846], [0.26336, -0.40778, 1.63763], [2.06374, -2.28829, -1.15355], [2.55820, -0.84391, -1.36818], [2.71588, -1.67566, -0.89180], [-3.60183, 0.24885, 1.79914], [-4.12610, 1.52858, 1.28664], [-4.49819, 0.72971, 1.67749], [0.07072, -3.29190, -1.37762], [0.15748, -2.61106, -2.74790], [0.14127, -2.49373, -1.80869], [2.33163, -0.37796, 0.38061], [2.50476, 0.65367, 1.45195], [2.19980, 0.66448, 0.53994], [3.48853, 0.33978, -2.83547], [2.81945, 1.09542, -1.57858], [2.68156, 0.53796, -2.38700], [0.07864, 3.34662, 0.37228], [0.58277, 2.09454, 1.07744], [0.06720, 2.88610, 1.22236], [3.04285, -0.70662, 3.32216], [3.83876, 0.60878, 2.76889], [2.94948, 0.17177, 2.99267], [1.95308, -2.34143, 1.94247], [2.56701, -2.85891, 0.59440], [2.18463, -3.15530, 1.42731], [-0.40243, 3.19802, -1.45960], [-0.33955, 4.66672, -1.33837], [0.20204, 3.87705, -1.15016], [-0.71219, -4.70881, -0.31629], [0.70718, -4.40091, 0.28670], [0.18950, -4.60218, -0.46703], [-1.66883, 2.39715, 1.67220], [-2.50126, 2.91512, 2.79444], [-2.52878, 2.27718, 2.08012], [-1.02664, -0.73688, -3.26927], [-2.03304, -0.21588, -4.20110], [-1.85393, -0.96953, -3.61627], [-1.54220, 1.88222, -2.04399], [-2.64753, 2.40971, -1.01741], [-2.08431, 2.73258, -1.73067], [2.16542, 3.51536, -1.17999], [2.78456, 2.50085, -0.10896], [2.90136, 2.97925, -0.94558]], "lowdin_charge": [-0.060, -0.403, 0.066, -0.224, -0.174, -0.049, -0.085, 0.128, 0.045, 0.080, 0.064, 0.066, 0.066, 0.122, 0.192, 0.134, 0.114, 0.007, -0.014, -0.065, 0.027, -0.009, -0.114, -0.065, 0.070, -0.006, 0.101, -0.018, -0.144, 0.065, 0.043, -0.043, -0.019, -0.002, -0.051, 0.042, 0.126, -0.043, 0.045, 0.004, -0.053, -0.003, 0.101, -0.056, 0.028, 0.025, 0.024, -0.006, 0.060, -0.057, -0.051, 0.052, -0.043, 0.050, 0.044, -0.104, -0.004, 0.021, -0.045], "de_lowest_kcal_mol": 98.9, "energy_ha": -1379.8655, "orbital_gap_ev": 8.58}

***

No. 2
{"formula": "C32H34BrN8O6S2Sn", "method": "ωB97M-V/def2-TZVPD", "elements": ["Sn", "O", "C", "C", "C", "C", "C", "C", "C", "O", "N", "N", "C", "C", "Br", "C", "C", "C", "C", "C", "C", "C", "H", "H", "H", "H", "H", "H", "H", "H", "H", "H", "H", "H", "H", "H", "N", "C", "C", "C", "C", "C", "C", "S", "O", "O", "N", "C", "N", "C", "C", "C", "N", "H", "H", "H", "H", "H", "H", "H", "H", "H", "S", "C", "N", "C", "C", "C", "N", "H", "H", "H", "H", "H", "H", "H", "H", "C", "O", "C", "O", "H", "H", "H"], "positions_angstrom": [[0.43089, -1.85658, 0.29190], [-1.15059, -3.73696, 1.22983], [-1.74799, -4.68452, 0.42156], [-1.99605, -5.95775, 0.89703], [-2.59560, -6.89634, 0.06698], [-2.93471, -6.55839, -1.23144], [-2.66869, -5.27486, -1.69118], [-2.08494, -4.31261, -0.88068], [-1.71053, -2.95772, -1.45913], [-0.35276, -2.74532, -1.34522], [-2.45585, -1.81177, -0.91109], [-1.99537, -1.23119, 0.22071], [-2.73951, -0.41628, 0.85737], [-2.34931, 0.30683, 2.06692], [-0.87355, -0.38561, 3.03737], [-3.05845, 1.35417, 2.48539], [-2.84572, 2.24123, 3.63631], [-1.58335, 2.72181, 3.97720], [-1.43399, 3.58511, 5.05064], [-2.53937, 3.97479, 5.79383], [-3.80235, 3.51253, 5.45044], [-3.95503, 2.66106, 4.36888], [-0.94630, -4.12432, 2.08926], [-1.72193, -6.21981, 1.91257], [-2.79155, -7.89158, 0.44205], [-3.39709, -7.28586, -1.88345], [-2.92012, -5.00727, -2.71188], [-2.01338, -2.96771, -2.51548], [-3.45424, -1.78710, -1.07367], [-3.74124, -0.18879, 0.48776], [-3.93348, 1.57850, 1.87960], [-0.72401, 2.44683, 3.38186], [-0.45124, 3.96126, 5.30252], [-2.41904, 4.64858, 6.63141], [-4.66904, 3.82375, 6.01755], [-4.94134, 2.30592, 4.09563], [2.17249, 8.11910, -1.66946], [1.81719, 6.95274, -1.04284], [0.47201, 6.57676, -0.94800], [0.12047, 5.38026, -0.35761], [1.11110, 4.55045, 0.14821], [2.45252, 4.91203, 0.08200], [2.80125, 6.10271, -0.51712], [0.61770, 3.06423, 0.94377], [-0.82769, 2.90197, 0.71839], [3.55198, 1.99710, 1.51137], [1.50422, 1.90514, -0.10252], [0.85023, 1.51008, -1.27882], [0.51472, 2.54205, -2.04528], [-0.08070, 2.25687, -3.19021], [-0.34065, 0.95232, -3.58916], [0.03423, -0.03738, -2.70972], [0.63029, 0.22154, -1.53813], [1.46535, 8.80717, -1.85493], [3.10412, 8.47214, -1.54470], [-0.29545, 7.23233, -1.34026], [-0.91406, 5.07373, -0.29235], [3.21428, 4.25828, 0.48581], [3.84356, 6.38884, -0.58178], [-0.35404, 3.10191, -3.81168], [-0.82614, 0.72565, -4.52586], [-0.14997, -1.08727, -2.90269], [2.49567, -3.99543, 0.42766], [2.44368, -3.99926, -1.28010], [1.97696, -5.04859, -1.95341], [1.77706, -5.08798, -3.39997], [1.60120, -3.66862, -3.90901], [2.77196, -2.82721, -3.43358], [2.85665, -2.93313, -1.97906], [1.65674, -5.81267, -1.38150], [0.89072, -5.68820, -3.60138], [2.63184, -5.57519, -3.87647], [0.68146, -3.26218, -3.48635], [1.53445, -3.65630, -4.99577], [2.64103, -1.77616, -3.68845], [3.70663, -3.17124, -3.88500], [3.26055, -2.18546, -1.44002], [4.15658, -0.15384, 3.10677], [3.06459, -0.12329, 2.16201], [2.90492, 0.99635, 1.47738], [1.79569, 0.78892, 0.70233], [3.73863, -0.45996, 4.06148], [4.61758, 0.82597, 3.18192], [4.87323, -0.89135, 2.75470]], "lowdin_charge": [1.226, -0.075, -0.245, -0.008, -0.069, -0.078, -0.031, -0.101, -0.408, -0.402, 0.020, -0.082, -0.165, -0.610, 0.819, -0.088, -0.235, -0.072, -0.065, -0.076, -0.073, -0.034, 0.122, 0.123, 0.111, 0.107, 0.115, 0.142, 0.147, 0.138, 0.130, 0.055, 0.108, 0.106, 0.107, 0.116, 0.115, -0.313, -0.022, -0.077, -0.410, -0.067, -0.020, 1.050, -0.444, 0.145, -0.145, -0.372, 0.169, -0.080, -0.023, -0.113, 0.095, 0.098, 0.098, 0.113, 0.108, 0.101, 0.115, 0.122, 0.109, 0.091, 0.542, -0.873, 0.034, -0.147, -0.160, -0.151, 0.018, 0.130, 0.126, 0.126, 0.092, 0.124, 0.119, 0.127, 0.121, 0.008, -0.023, -0.594, -0.134, 0.099, 0.095, 0.101], "de_lowest_kcal_mol": 44.9, "total_charge": 1, "energy_ha": -5713.7840, "orbital_gap_ev": 7.89}